1.
The following is a DFT calculation (ωB97M-V/def2-TZVPD) of a 2-piece molecular cluster, CH2ClN8S overall.

Summary:
**HOMO**: -5.17 eV
**ΔE to the lowest compared entry with this formula, charge and spin**: 22.6 kcal per mole
**HOMO-LUMO gap**: 8.39 eV
**Charge**: -1

The geometry in XYZ format:
```
13
CH2ClN8S, DFT ωB97M-V/def2-TZVPD
C -1.723 0.493 -0.016
N -2.065 1.789 -0.103
N -0.937 2.388 -0.490
N 0.049 1.516 -0.510
N 0.704 -1.513 0.140
N 1.819 -1.258 -0.301
N -0.379 0.278 -0.212
N -0.016 -2.322 0.485
N 2.403 -0.078 -0.502
S -2.893 -0.796 0.391
Cl 3.309 0.602 0.866
H -1.954 -1.735 0.965
H 1.683 0.636 -0.714
```

Charges in e, computed with Mulliken, in the same order as the atoms:
1. C 0.29
2. N -0.33
3. N -0.57
4. N -0.27
5. N 1.31
6. N -0.57
7. N -0.09
8. N -0.76
9. N -0.29
10. S -0.33
11. Cl -0.18
12. H 0.19
13. H 0.60

***

2.
The following is a DFT calculation (ωB97M-V/def2-TZVPD) of a 2-piece molecular cluster, CH2ClNO overall.

Summary:
**HOMO (alpha / beta)**: -9.56 / -9.40 eV
**ΔE to the lowest compared entry with this formula, charge and spin**: 120.2 kcal per mole
**HOMO-LUMO gap (alpha / beta)**: 8.57 / 8.41 eV

The geometry in XYZ format:
```
6
CH2ClNO, DFT ωB97M-V/def2-TZVPD
C -0.855 0.265 -0.515
N 1.463 -1.319 0.726
O -0.329 1.215 0.003
Cl 1.876 0.064 1.303
H -1.972 0.137 -0.359
H -0.184 -0.362 -1.158
```

Charges in e, computed with Mulliken, in the same order as the atoms:
1. C -0.13
2. N -0.20
3. O -0.39
4. Cl 0.19
5. H 0.25
6. H 0.28

***

3.
The following is a DFT calculation (ωB97M-V/def2-TZVPD) of a 2-piece molecular cluster, CH2ClNO2 overall.

Summary:
**HOMO (alpha / beta)**: -9.63 / -9.63 eV
**ΔE to the lowest compared entry with this formula, charge and spin**: 91.6 kcal per mole
**HOMO-LUMO gap (alpha / beta)**: 7.79 / 7.79 eV

The geometry in XYZ format:
```
7
CH2ClNO2, DFT ωB97M-V/def2-TZVPD
C 1.022 0.059 -0.001
N -2.183 0.680 -0.279
O -0.386 0.090 0.109
O -2.796 -0.130 0.191
Cl 1.454 -1.683 -0.049
H 1.431 0.527 -0.894
H 1.457 0.457 0.923
```

Charges in e, computed with Mulliken, in the same order as the atoms:
1. C -0.19
2. N 0.52
3. O -0.57
4. O 0.00
5. Cl -0.20
6. H 0.25
7. H 0.19

***

4.
The following is a DFT calculation (ωB97M-V/def2-TZVPD) of one molecule with the formula CH2ClNO2S2.

Summary:
**HOMO**: -9.44 eV
**SMILES**: N=[S@@H](=O)OC(=S)Cl
**ΔE to the lowest compared entry with this formula, charge and spin**: 64.6 kcal per mole
**HOMO-LUMO gap**: 8.65 eV

The geometry in XYZ format:
```
9
CH2ClNO2S2, DFT ωB97M-V/def2-TZVPD
C -0.297 1.452 2.298
N -0.058 -0.523 0.899
O -1.162 0.789 -1.094
O -0.713 1.861 1.068
S 1.289 1.710 2.660
S -0.292 0.641 -0.013
Cl -1.577 0.972 3.151
H -0.412 -1.441 0.808
H 0.879 1.048 -0.424
```

Charges in e, computed with Mulliken, in the same order as the atoms:
1. C 0.34
2. N -0.59
3. O -0.53
4. O -0.26
5. S -0.18
6. S 0.89
7. Cl -0.07
8. H 0.24
9. H 0.16

***

5.
The following is a DFT calculation (ωB97M-V/def2-TZVPD) of CH2ClNO3PS as an isolated structure.

Summary:
**HOMO**: -5.28 eV
**ΔE to the lowest compared entry with this formula, charge and spin**: 4.0 kcal per mole
**HOMO-LUMO gap**: 8.58 eV
**Charge**: -1

The geometry in XYZ format:
```
10
CH2ClNO3PS, DFT ωB97M-V/def2-TZVPD
C -1.414 -0.628 -0.277
N 1.936 -0.082 0.205
O 0.455 2.124 -0.244
O -0.436 -0.242 -0.907
O -0.294 0.463 1.600
P 0.412 0.802 0.353
S -1.867 -2.099 0.157
Cl -2.650 0.753 -0.307
H 2.157 0.019 -0.808
H 1.701 -1.110 0.228
```

Charges in e, computed with Mulliken, in the same order as the atoms:
1. C 0.31
2. N -0.74
3. O -0.64
4. O -0.28
5. O -0.62
6. P 0.95
7. S -0.35
8. Cl -0.22
9. H 0.28
10. H 0.30

***

6.
The following is a DFT calculation (ωB97M-V/def2-TZVPD) of one molecule with the formula CH2ClNO3S.

Summary:
**HOMO**: -10.29 eV
**ΔE to the lowest compared entry with this formula, charge and spin**: 131.9 kcal per mole
**HOMO-LUMO gap**: 10.00 eV

The geometry in XYZ format:
```
9
CH2ClNO3S, DFT ωB97M-V/def2-TZVPD
C -1.263 -0.601 -0.071
N -0.603 0.481 0.018
O 1.285 2.683 -0.701
O -1.096 1.748 0.278
O -2.670 -0.923 -0.227
S 0.339 2.799 0.405
Cl -3.687 0.335 0.293
H -0.651 -1.464 -0.301
H 0.875 1.958 1.524
```

Charges in e, computed with Mulliken, in the same order as the atoms:
1. C 0.13
2. N -0.27
3. O -0.45
4. O -0.16
5. O -0.23
6. S 0.44
7. Cl 0.02
8. H 0.32
9. H 0.19

***

7.
The following is a DFT calculation (ωB97M-V/def2-TZVPD) of a 2-piece molecular cluster, CH2ClNOS overall.

Summary:
**HOMO (alpha / beta)**: -10.32 / -9.65 eV
**ΔE to the lowest compared entry with this formula, charge and spin**: 93.5 kcal per mole
**HOMO-LUMO gap (alpha / beta)**: 9.14 / 8.18 eV

The geometry in XYZ format:
```
7
CH2ClNOS, DFT ωB97M-V/def2-TZVPD
C -0.467 0.396 -1.164
N 0.947 -0.918 0.171
O 1.082 -0.809 2.618
S 0.314 -0.327 1.465
Cl -1.593 1.237 -0.232
H -0.728 -0.551 -1.467
H 0.446 0.972 -1.392
```

Charges in e, computed with Mulliken, in the same order as the atoms:
1. C -0.41
2. N -0.35
3. O -0.48
4. S 0.57
5. Cl -0.06
6. H 0.38
7. H 0.35

***

8.
The following is a DFT calculation (ωB97M-V/def2-TZVPD) of a 2-piece molecular cluster, CH2ClO2S overall.

Summary:
**HOMO (alpha / beta)**: -3.69 / -3.69 eV
**ΔE to the lowest compared entry with this formula, charge and spin**: 42.1 kcal per mole
**HOMO-LUMO gap (alpha / beta)**: 4.06 / 4.05 eV
**Charge**: -1

The geometry in XYZ format:
```
7
CH2ClO2S, DFT ωB97M-V/def2-TZVPD
C 0.221 0.779 -0.488
O 1.712 -0.232 1.584
O 2.009 -1.268 -0.747
S 1.144 -0.513 0.247
Cl -4.595 -0.241 0.491
H -0.016 0.242 -1.357
H -0.475 1.232 0.270
```

Charges in e, computed with Mulliken, in the same order as the atoms:
1. C -0.48
2. O -0.49
3. O -0.50
4. S 0.84
5. Cl -0.99
6. H 0.29
7. H 0.34

***

9.
The following is a DFT calculation (ωB97M-V/def2-TZVPD) of CH2CuF3O4S as an isolated structure.

Summary:
**HOMO (alpha / beta)**: -7.85 / -10.90 eV
**ΔE to the lowest compared entry with this formula, charge and spin**: 46.2 kcal per mole
**2S+1**: 3
**HOMO-LUMO gap (alpha / beta)**: 6.92 / 7.87 eV

The geometry in XYZ format:
```
12
CH2CuF3O4S, DFT ωB97M-V/def2-TZVPD
Cu 1.655 2.301 0.966
O 0.351 0.883 1.479
S 0.682 -0.047 0.184
O 1.053 -1.383 0.638
O 1.811 0.807 -0.337
C -0.114 -0.386 -1.476
F 0.804 -0.745 -2.360
F -0.982 -1.386 -1.400
F -0.719 0.714 -1.898
O -1.686 -0.178 1.181
H -1.806 -1.126 1.055
H -1.049 0.547 1.971
```

Charges in e, computed with Mulliken, in the same order as the atoms:
1. Cu 0.11
2. O -0.62
3. S 1.51
4. O -0.53
5. O -0.61
6. C 0.73
7. F -0.18
8. F -0.19
9. F -0.23
10. O -0.76
11. H 0.30
12. H 0.47

***

10.
The following is a DFT calculation (ωB97M-V/def2-TZVPD) of CH2CuLiO3 as an isolated structure.

Summary:
**HOMO (alpha / beta)**: -15.18 / -15.26 eV
**ΔE to the lowest compared entry with this formula, charge and spin**: 4.2 kcal per mole
**2S+1**: 2
**HOMO-LUMO gap (alpha / beta)**: 11.06 / 8.48 eV
**Charge**: +1

The geometry in XYZ format:
```
8
CH2CuLiO3, DFT ωB97M-V/def2-TZVPD
O 1.203 0.264 0.095
C 0.061 -0.469 0.115
O 0.012 -1.673 0.310
O -0.930 0.265 -0.235
H 2.020 -0.239 0.215
Li -2.084 -1.584 -0.143
Cu 0.005 1.922 -0.350
H 0.024 3.473 0.118
```

Charges in e, computed with Mulliken, in the same order as the atoms:
1. O -0.54
2. C 1.36
3. O -0.66
4. O -0.83
5. H 0.38
6. Li 0.92
7. Cu 0.04
8. H 0.33

***

11.
The following is a DFT calculation (ωB97M-V/def2-TZVPD) of a 2-piece molecular cluster, CH2F2N2 overall.

Summary:
**HOMO**: -10.51 eV
**ΔE to the lowest compared entry with this formula, charge and spin**: 144.9 kcal per mole
**HOMO-LUMO gap**: 10.49 eV

The geometry in XYZ format:
```
7
CH2F2N2, DFT ωB97M-V/def2-TZVPD
C 2.693 1.381 -0.566
N 1.828 2.028 -0.899
N 0.525 -1.199 0.946
F 0.815 2.879 -1.220
F -0.513 -1.338 -0.066
H 1.404 -0.793 0.500
H 0.573 -2.294 1.128
```

Charges in e, computed with Mulliken, in the same order as the atoms:
1. C -0.22
2. N 0.28
3. N -0.31
4. F -0.05
5. F -0.22
6. H 0.24
7. H 0.28

***

12.
The following is a DFT calculation (ωB97M-V/def2-TZVPD) of an isolated ion of composition CH2F2NO2S and charge -1.

Summary:
**HOMO**: -4.54 eV
**ΔE to the lowest compared entry with this formula, charge and spin**: 0.2 kcal per mole
**HOMO-LUMO gap**: 8.51 eV
**Charge**: -1

The geometry in XYZ format:
```
9
CH2F2NO2S, DFT ωB97M-V/def2-TZVPD
C 0.871 -0.288 -0.030
N -0.070 -0.038 -0.988
O -1.471 -0.964 1.050
O -1.872 1.407 0.404
F 2.145 -0.569 -0.495
F 1.157 0.794 0.847
S -1.790 -0.023 -0.075
H 0.764 -1.150 0.699
H 0.266 0.831 -1.413
```

Charges in e, computed with Mulliken, in the same order as the atoms:
1. C 0.32
2. N -0.48
3. O -0.60
4. O -0.60
5. F -0.28
6. F -0.30
7. S 0.56
8. H 0.14
9. H 0.23

***

13.
The following is a DFT calculation (ωB97M-V/def2-TZVPD) of an isolated ion of composition CH2F2O2PS and charge -1.

Summary:
**HOMO**: -2.75 eV
**ΔE to the lowest compared entry with this formula, charge and spin**: 140.8 kcal per mole
**HOMO-LUMO gap**: 6.63 eV
**Charge**: -1

The geometry in XYZ format:
```
9
CH2F2O2PS, DFT ωB97M-V/def2-TZVPD
C -0.151 0.512 -2.167
O 1.019 1.488 -0.104
O -0.004 3.062 -1.863
F 0.710 -0.582 -2.449
F -0.822 0.632 -3.353
P 0.326 0.454 0.938
S 0.882 1.874 -1.808
H 0.060 -0.663 -0.137
H -0.844 1.147 0.761
```

Charges in e, computed with Mulliken, in the same order as the atoms:
1. C -0.21
2. O -0.35
3. O -0.60
4. F -0.28
5. F -0.20
6. P 0.00
7. S 0.54
8. H 0.06
9. H 0.03

***

14.
The following is a DFT calculation (ωB97M-V/def2-TZVPD) of a 2-piece molecular cluster, CH2F2S2 overall.

Summary:
**HOMO (alpha / beta)**: -9.08 / -8.98 eV
**ΔE to the lowest compared entry with this formula, charge and spin**: 25.4 kcal per mole
**HOMO-LUMO gap (alpha / beta)**: 7.36 / 8.96 eV

The geometry in XYZ format:
```
7
CH2F2S2, DFT ωB97M-V/def2-TZVPD
C -0.603 -0.902 -0.909
F -1.031 0.035 -1.768
F -0.368 -2.016 -1.614
S 1.122 1.911 1.044
S 1.652 0.026 0.955
H -1.269 -1.081 -0.027
H 0.497 2.028 2.319
```

Charges in e, computed with Mulliken, in the same order as the atoms:
1. C 0.10
2. F -0.18
3. F -0.19
4. S -0.09
5. S -0.11
6. H 0.28
7. H 0.18

***

15.
The following is a DFT calculation (ωB97M-V/def2-TZVPD) of CH2F3K5O4S as an isolated structure.

Summary:
**HOMO (alpha / beta)**: -11.75 / -17.14 eV
**2S+1**: 2
**HOMO-LUMO gap (alpha / beta)**: 3.19 / 8.53 eV
**Charge**: +3

The geometry in XYZ format:
```
16
CH2F3K5O4S, DFT ωB97M-V/def2-TZVPD
K 3.322 3.475 0.755
K 2.690 -1.898 3.742
K 3.449 -2.276 -0.591
K -1.550 -1.629 3.448
K -2.903 -3.465 -0.247
C -0.153 -0.255 -0.571
F -0.767 0.867 -1.023
F -0.946 -1.336 -0.254
F 0.853 -0.490 -1.451
S 0.773 0.205 1.159
O -0.287 0.231 2.173
O 1.676 -0.974 1.357
O 1.470 1.448 0.878
O -2.687 2.392 -3.170
H -2.970 1.587 -3.605
H -1.970 2.118 -2.599
```

Charges in e, computed with Mulliken, in the same order as the atoms:
1. K 0.98
2. K 0.76
3. K 0.76
4. K 0.52
5. K 0.76
6. C 0.43
7. F -0.19
8. F -0.14
9. F -0.21
10. S 0.96
11. O -0.53
12. O -0.66
13. O -0.49
14. O -0.61
15. H 0.31
16. H 0.32

***

16.
The following is a DFT calculation (ωB97M-V/def2-TZVPD) of a 2-piece molecular cluster, CH2F3N overall.

Summary:
**HOMO**: -12.07 eV
**SMILES**: N=C(F)F.F
**ΔE to the lowest compared entry with this formula, charge and spin**: 20.3 kcal per mole
**HOMO-LUMO gap**: 12.57 eV

The geometry in XYZ format:
```
7
CH2F3N, DFT ωB97M-V/def2-TZVPD
C -0.481 1.298 -0.638
N -1.585 1.638 -1.026
F -0.106 1.183 0.642
F 1.575 -0.870 1.274
F 0.578 1.065 -1.388
H -2.267 1.812 -0.287
H 0.727 -1.075 0.929
```

Charges in e, computed with Mulliken, in the same order as the atoms:
1. C 0.59
2. N -0.49
3. F -0.20
4. F -0.39
5. F -0.19
6. H 0.29
7. H 0.38

***

17.
The following is a DFT calculation (ωB97M-V/def2-TZVPD) of a 3-piece molecular cluster, CH2F3N3 overall.

Summary:
**HOMO (alpha / beta)**: -11.13 / -10.21 eV
**ΔE to the lowest compared entry with this formula, charge and spin**: 202.5 kcal per mole
**HOMO-LUMO gap (alpha / beta)**: 9.90 / 9.06 eV

The geometry in XYZ format:
```
9
CH2F3N3, DFT ωB97M-V/def2-TZVPD
C 0.845 1.108 0.393
N 1.744 1.788 0.737
N -0.131 0.241 0.129
N 2.919 -1.215 0.290
F 2.797 2.686 -0.430
F 2.678 -1.559 -0.970
F 1.860 -1.808 0.923
H -0.035 -0.523 0.794
H -1.046 0.667 0.131
```

Charges in e, computed with Mulliken, in the same order as the atoms:
1. C 0.49
2. N -0.26
3. N -0.47
4. N 0.17
5. F -0.28
6. F -0.06
7. F -0.13
8. H 0.26
9. H 0.27

***

18.
The following is a DFT calculation (ωB97M-V/def2-TZVPD) of one molecule with the formula CH2F3NO.

Summary:
**HOMO**: -11.58 eV
**SMILES**: NC(F)(F)OF
**ΔE to the lowest compared entry with this formula, charge and spin**: 55.2 kcal per mole
**HOMO-LUMO gap**: 11.08 eV

The geometry in XYZ format:
```
8
CH2F3NO, DFT ωB97M-V/def2-TZVPD
C -0.371 -0.326 -0.042
N 1.273 -0.374 -0.127
O -0.495 0.982 -0.019
F -0.778 -1.004 1.109
F -0.835 -0.964 -1.102
F -1.939 1.210 -0.026
H 1.638 -0.058 0.812
H 1.507 0.534 -0.604
```

Charges in e, computed with Mulliken, in the same order as the atoms:
1. C 0.88
2. N -0.68
3. O -0.14
4. F -0.25
5. F -0.22
6. F -0.19
7. H 0.29
8. H 0.32

***

19.
The following is a DFT calculation (ωB97M-V/def2-TZVPD) of CH2F3NOS as an isolated structure.

Summary:
**HOMO (alpha / beta)**: -10.58 / -10.59 eV
**ΔE to the lowest compared entry with this formula, charge and spin**: 127.4 kcal per mole
**HOMO-LUMO gap (alpha / beta)**: 8.71 / 8.71 eV

The geometry in XYZ format:
```
9
CH2F3NOS, DFT ωB97M-V/def2-TZVPD
C 1.775 0.738 0.324
N -0.614 -0.424 -0.291
O 1.682 -1.871 -0.404
F 1.641 0.852 -1.036
F 3.110 0.937 0.536
F -2.017 0.311 0.029
S 1.126 -1.022 0.713
H 1.402 1.651 0.830
H -1.046 -1.347 -0.392
```

Charges in e, computed with Mulliken, in the same order as the atoms:
1. C 0.30
2. N -0.20
3. O -0.44
4. F -0.18
5. F -0.23
6. F -0.31
7. S 0.51
8. H 0.25
9. H 0.30

***

20.
The following is a DFT calculation (ωB97M-V/def2-TZVPD) of a 2-piece molecular cluster, CH2F3NS overall.

Summary:
**HOMO (alpha / beta)**: -8.37 / -8.37 eV
**ΔE to the lowest compared entry with this formula, charge and spin**: 63.9 kcal per mole
**HOMO-LUMO gap (alpha / beta)**: 8.36 / 8.37 eV

The geometry in XYZ format:
```
8
CH2F3NS, DFT ωB97M-V/def2-TZVPD
C 0.959 -0.390 0.026
N -1.105 -0.188 -0.459
F 1.683 -0.309 -1.101
F 1.095 0.634 0.825
F 1.196 -1.623 0.467
S -1.667 1.160 0.380
H -1.489 -1.110 -0.048
H -0.673 1.826 -0.090
```

Charges in e, computed with Mulliken, in the same order as the atoms:
1. C 0.71
2. N -0.49
3. F -0.21
4. F -0.18
5. F -0.18
6. S -0.03
7. H 0.26
8. H 0.12